1.
This record from the OMol25 dataset describes a 4-piece molecular cluster, C25H53BBrClIN4O15P2S3 overall at a distorted geometry. The level of theory is ωB97M-V with the def2-TZVPD basis set.

Structure (XYZ):
```
106
Properties=species:S:1:pos:R:3:mulliken_charge:R:1
C 5.84 -0.32 -3.14 -0.0829
C 5.43 -1.40 -2.84 -0.4645
N 4.97 -2.64 -2.50 0.4955
C 4.15 -2.90 -1.48 -1.8510
N 3.73 -4.19 -1.23 1.1872
P 4.70 -5.55 -1.78 -0.0533
O 6.19 -4.87 -1.58 -0.5267
I 4.67 -7.10 0.15 -0.1268
C 2.29 -4.34 -1.62 -1.1338
N 1.90 -5.63 -1.14 -0.2103
C 1.48 -3.07 -1.15 0.8757
C 0.15 -3.51 -0.48 -0.2868
C -0.95 -4.02 -1.41 -1.5048
O -1.75 -4.90 -0.58 -0.2866
C -2.88 -5.34 -1.18 0.6762
C -3.67 -6.30 -0.35 -1.0868
O -3.20 -5.00 -2.29 -0.5402
P 0.81 -2.09 -2.63 0.0635
O 0.85 -3.24 -3.79 -0.4547
Cl 2.27 -0.76 -3.29 -0.2791
C 2.29 -2.16 -0.14 0.2265
C 1.63 -0.74 -0.07 -2.2170
C 1.62 -0.03 1.29 -0.8842
C 1.33 1.45 1.03 -0.9021
Br 1.23 2.42 2.69 -0.1635
B 2.34 -2.86 1.32 1.1876
C 1.17 -2.96 2.37 -1.2487
O 3.50 -3.48 1.62 -0.9008
N 3.66 -1.92 -0.71 1.7716
C 4.59 -1.07 0.05 -0.4825
C 6.02 -1.55 0.21 -0.9443
O 6.08 -2.86 0.74 -0.4695
H 6.44 0.51 -3.43 0.4709
H 5.32 -3.38 -3.09 0.4101
H 6.73 -5.53 -1.13 0.3254
H 2.27 -4.42 -2.70 0.7405
H 1.88 -5.69 -0.13 0.2875
H 1.03 -5.95 -1.55 0.2471
H 0.30 -4.26 0.29 0.0006
H -0.24 -2.62 0.01 0.3493
H -1.61 -3.21 -1.72 0.6079
H -0.61 -4.61 -2.25 0.5202
H -4.17 -6.96 -1.05 0.3513
H -4.39 -5.73 0.23 0.2387
H -3.00 -6.86 0.29 0.3129
H 0.52 -2.87 -4.62 0.4059
H 2.20 -0.11 -0.74 0.7841
H 0.59 -0.78 -0.38 0.7888
H 2.53 -0.10 1.88 0.5575
H 0.80 -0.37 1.91 0.3277
H 2.01 1.91 0.32 0.5331
H 0.33 1.50 0.60 0.2693
H 0.26 -2.41 2.15 0.3491
H 0.89 -4.01 2.47 0.3132
H 1.53 -2.66 3.35 0.4136
H 3.45 -3.93 2.47 0.2597
H 4.22 -0.81 1.04 0.1490
H 4.70 -0.11 -0.46 0.4077
H 6.60 -1.48 -0.71 0.4099
H 6.48 -0.85 0.91 0.4946
H 6.92 -3.24 0.47 0.3106
O -3.63 1.03 0.56 -0.7016
S -2.91 0.72 1.75 1.1779
O -1.72 -0.08 1.68 -0.4915
O -3.91 0.08 2.81 -0.2720
C -4.70 -1.05 2.38 -0.5254
C -3.90 -2.34 2.32 -0.5650
C -2.55 2.20 2.64 -0.8419
H -5.18 -0.82 1.42 0.3287
H -5.49 -1.13 3.12 0.3268
H -3.16 -2.30 1.52 -0.0404
H -4.57 -3.18 2.12 0.4042
H -3.38 -2.51 3.26 0.2723
H -3.46 2.80 2.72 0.3982
H -1.80 2.73 2.06 0.1093
H -2.16 1.93 3.61 0.3842
O -5.23 8.51 0.94 -0.6536
S -4.92 7.47 1.88 1.1898
O -3.66 6.81 1.82 -0.5427
O -6.08 6.39 1.84 -0.2583
C -6.46 5.84 0.56 -0.4114
C -5.45 4.83 0.05 -0.8259
C -5.20 8.05 3.52 -0.9662
H -6.61 6.64 -0.16 0.3535
H -7.42 5.36 0.73 0.2770
H -4.50 5.31 -0.20 0.2842
H -5.83 4.34 -0.85 0.4016
H -5.24 4.07 0.80 0.1461
H -6.18 8.52 3.56 0.3392
H -4.42 8.77 3.74 0.3720
H -5.14 7.20 4.20 0.3019
O -1.28 4.89 -2.67 -0.7108
S -0.23 4.25 -1.94 1.3344
O -0.35 4.05 -0.53 -0.5033
O 1.13 4.99 -2.25 -0.3070
C 1.17 6.43 -2.06 -0.3992
C 1.25 6.82 -0.59 -0.8939
C 0.17 2.71 -2.69 -0.9897
H 0.31 6.88 -2.54 0.3490
H 2.06 6.76 -2.59 0.2691
H 0.34 6.57 -0.06 0.2293
H 1.41 7.89 -0.51 0.3926
H 2.08 6.30 -0.10 0.2539
H 0.30 2.86 -3.76 0.4431
H -0.65 2.03 -2.49 0.3987
H 1.09 2.34 -2.23 0.1434
```

Properties
strongest force on any atom	1.751	eV Å⁻¹
net charge	+1
LUMO energy	-3.421	eV
calculated total energy	-7565.8556	Ha
HOMO	-11.5	eV



2.
This record from the OMol25 dataset describes a 3-piece molecular cluster, C25H53BN4O4 overall at a distorted geometry. The level of theory is ωB97M-V with the def2-TZVPD basis set.

Structure (XYZ):
```
87
Properties=species:S:1:pos:R:3:mulliken_charge:R:1
N -0.14 1.33 1.74 -0.6025
C 0.90 1.05 0.74 -0.4808
C 0.62 -0.24 -0.03 -0.4636
C 1.87 -0.87 -0.70 -0.8541
C 1.78 -0.99 -2.26 0.6801
B 2.65 0.19 -2.81 0.0984
N 4.07 0.02 -3.12 -0.5947
C 2.01 1.62 -3.01 0.0170
C 0.92 1.61 -4.10 -0.4198
C 0.09 2.87 -4.19 0.5036
O -0.17 3.43 -5.22 -0.5752
O -0.38 3.37 -3.02 -0.4871
H -0.29 2.32 1.84 0.2281
H 0.14 1.01 2.65 0.2389
H 0.93 1.90 0.04 0.1105
H 1.90 0.98 1.20 0.3294
H 0.21 -0.95 0.69 0.3695
H -0.15 -0.06 -0.79 0.2195
H 2.00 -1.88 -0.31 0.3194
H 2.75 -0.29 -0.41 0.4639
H 2.16 -1.97 -2.56 0.2789
H 0.73 -0.90 -2.55 -0.7505
H 4.29 -0.96 -3.27 0.2576
H 4.71 0.37 -2.42 0.2602
H 1.57 1.95 -2.05 -0.2043
H 2.76 2.37 -3.28 0.2624
H 0.25 0.75 -3.98 0.1543
H 1.40 1.52 -5.08 0.3011
H -0.31 2.71 -2.32 0.3549
C -2.74 -4.25 -3.89 -1.6176
C -1.31 -3.98 -4.38 1.9982
C -1.14 -4.37 -5.86 -1.3457
C -1.10 -5.88 -6.09 -0.5270
C -0.01 -6.52 -5.24 -1.2005
C -0.15 -6.20 -3.75 1.7482
N -0.28 -4.71 -3.56 0.4719
O 0.87 -4.13 -3.61 -0.5414
C -1.33 -6.99 -3.15 -1.9302
C 1.10 -6.65 -2.99 -1.9600
C -1.09 -2.48 -4.24 -2.2995
H -3.45 -4.10 -4.71 0.3514
H -2.91 -5.24 -3.50 0.2928
H -3.00 -3.55 -3.09 0.4270
H -0.21 -3.93 -6.23 0.3533
H -1.95 -3.92 -6.43 0.4651
H -2.08 -6.32 -5.87 0.2789
H -0.91 -6.08 -7.14 0.3906
H -0.02 -7.61 -5.36 0.3810
H 0.96 -6.17 -5.59 0.3880
H -1.59 -6.60 -2.16 0.4085
H -1.04 -8.03 -3.04 0.4571
H -2.22 -6.98 -3.77 0.4076
H 2.01 -6.23 -3.42 0.3800
H 1.17 -7.74 -3.05 0.4338
H 1.05 -6.37 -1.94 0.4411
H -1.13 -2.17 -3.19 0.4833
H -1.89 -1.97 -4.77 0.4100
H -0.14 -2.15 -4.66 0.4409
C -1.82 6.05 5.29 -1.5834
C -1.49 4.56 5.09 1.7528
C -2.12 3.69 6.18 -1.3097
C -1.43 3.81 7.54 -0.4632
C 0.06 3.49 7.40 -1.2124
C 0.76 4.36 6.36 1.7477
N -0.01 4.31 5.06 0.3428
O 0.29 3.26 4.38 -0.5030
C 0.91 5.80 6.89 -1.9421
C 2.17 3.84 6.09 -1.9060
C -2.08 4.16 3.74 -1.9587
H -2.81 6.16 5.73 0.3198
H -1.12 6.59 5.91 0.2981
H -1.83 6.56 4.32 0.4297
H -2.09 2.64 5.86 0.3457
H -3.18 3.95 6.26 0.4394
H -1.58 4.80 7.96 0.2814
H -1.89 3.11 8.24 0.3880
H 0.57 3.63 8.36 0.3811
H 0.17 2.44 7.13 0.3645
H 1.19 6.49 6.09 0.4060
H 1.71 5.81 7.64 0.4584
H 0.02 6.18 7.39 0.3988
H 2.17 2.79 5.81 0.3656
H 2.76 3.95 7.00 0.4376
H 2.65 4.41 5.30 0.4458
H -1.58 4.69 2.93 0.4910
H -3.13 4.44 3.73 0.4043
H -2.01 3.09 3.55 0.3782
```

Properties
strongest force on any atom	1.293	eV Å⁻¹
ΔE to the lowest compared entry with this formula, charge and spin	0.000	eV
LUMO energy (alpha / beta)	0.634 / 0.307	eV
calculated total energy	-1529.1227	Ha
HOMO (alpha / beta)	-8.4 / -9.1	eV
2S+1	3



Look up the strongest force on any atom of the second one. 1.293 eV Å⁻¹



Which of these has the highest strongest force on any atom? C25H53BBrClIN4O15P2S3